Density functional theory data (wB97M-V/def2-TZVPD) for a structure of composition C11H22ORhS4.

Geometry as XYZ:
```
39
Properties=species:S:1:pos:R:3
Rh 0.02242 0.13319 -0.73484
C -2.61743 2.08150 -0.56437
C -1.44878 2.92284 -0.06187
S 0.00000 2.52102 -1.08792
C 1.45924 2.92225 -0.07373
C 2.60987 2.07304 -0.60927
S 2.34381 0.26345 -0.50569
C 2.60629 -0.00958 1.29397
C 1.43744 -0.69300 1.99235
S -0.01208 0.39951 1.93804
C -1.42945 -0.73541 1.96929
C -2.60990 -0.06590 1.27253
S -2.34262 0.27296 -0.51379
H -2.83546 2.30143 -1.61035
H -3.52095 2.29459 0.00666
H -1.21546 2.70127 0.97976
H -1.69459 3.98032 -0.15607
H 1.23427 2.68039 0.96558
H 1.71199 3.97918 -0.14969
H 3.54353 2.30719 -0.09809
H 2.76465 2.26238 -1.67290
H 2.82634 0.95864 1.74573
H 3.49942 -0.62694 1.38302
H 1.70712 -0.91882 3.02348
H 1.18498 -1.61440 1.46879
H -1.70533 -0.98918 2.99218
H -1.14461 -1.64176 1.43493
H -2.85314 0.88525 1.74787
H -3.49084 -0.70304 1.33738
C 0.72443 -3.99107 -1.11621
O 0.74368 -2.60460 -0.72124
C -0.01846 -1.68138 -1.28987
C -0.79790 -2.09885 -2.49797
H 1.22023 -4.11662 -2.07789
H -0.29129 -4.37595 -1.16102
H 1.27739 -4.51862 -0.34537
H -1.23572 -3.09706 -2.44715
H -0.08470 -2.08782 -3.32994
H -1.56840 -1.37040 -2.72635
```

Output
E_HOMO (alpha / beta) ... -9.89 / -9.89 eV
2S+1 ... 1
Calculated total energy ... -2210.64052 Eh
LUMO (alpha / beta) ... -2.25 / -2.25 eV
Charge ... +1